Computed, not measured: the molecule C5H7NO2S2 in a non-equilibrium geometry, with ωB97M-V/def2-TZVPD.

Computed properties:
LUMO energy: -0.0546 Eh
Total energy: -1196.2166 Ha

```
! RIJCOSX wB97M-V def2-TZVPD def2/J DEFGRID3
* xyz 0 1
C -2.53383 1.21888 0.02653
C -0.55045 0.24432 0.56808
C 1.55167 0.05719 -1.16178
C 0.75344 0.09342 1.13732
C 1.57568 -0.72561 0.16259
N -1.43522 1.30776 0.84634
O -2.61851 0.15164 -0.74683
O -1.73372 -2.05361 0.04982
S -3.79523 2.22877 0.08391
S -1.28508 -0.92778 -0.67709
H 1.95672 -0.40785 -1.98530
H 0.53044 0.33676 -1.34239
H 2.10267 0.90196 -1.03478
H 1.23297 0.97441 1.70409
H 0.66040 -0.68655 1.82165
H 1.01445 -1.77672 0.04523
H 2.57362 -0.93701 0.50262
*
```